The following is a DFT calculation (the ωB97M-V functional and the def2-TZVPD basis) of C23H38Cl2GdN3O4 as an isolated structure.

Geometry (Å):
O 1.617 -0.240 -4.044
C 0.485 0.180 -4.270
C 0.052 1.596 -4.420
C 0.484 2.526 -3.474
H 0.737 2.193 -2.445
C 0.510 3.866 -3.823
H 0.893 4.607 -3.125
C 0.008 4.224 -5.096
H 0.180 5.236 -5.464
C -0.716 3.322 -5.888
H -1.220 3.659 -6.805
C -0.762 1.986 -5.493
H -1.408 1.254 -5.994
H -0.361 -0.548 -4.180
C -2.888 -1.144 -1.692
C -2.503 0.038 -0.891
H -3.626 -0.912 -2.489
H -3.350 -1.913 -1.052
H -2.039 -1.659 -2.188
C -2.823 1.321 -1.086
C -4.214 1.923 -1.092
H -2.087 2.111 -1.298
H -4.389 2.446 -2.052
H -4.353 2.665 -0.284
H -4.984 1.138 -0.950
Gd -0.656 -0.037 0.426
Cl 0.064 2.454 0.635
Cl -2.890 -0.159 1.904
H 4.733 1.391 -2.631
H 4.600 1.831 -0.072
C 3.646 1.488 -2.569
C 3.516 1.690 -0.087
N 3.143 0.988 -1.304
H 3.190 0.932 -3.390
C 2.366 -0.101 -1.279
O 1.600 -0.402 -0.329
H 3.184 1.116 0.781
H 2.408 -0.737 -2.171
H 3.382 2.543 -2.664
H 3.039 2.673 -0.085
H -0.492 -5.735 0.654
H 1.441 -5.772 -1.287
C -1.031 -5.102 -0.072
C 0.779 -5.072 -1.821
N -0.074 -4.339 -0.883
H -1.685 -4.393 0.448
C 0.070 -3.019 -0.720
O -0.616 -2.352 0.104
H 1.391 -4.356 -2.387
H 0.828 -2.553 -1.376
H -1.609 -5.763 -0.738
H 0.165 -5.659 -2.520
O 0.516 -0.656 2.463
C 0.271 -0.675 3.700
C 1.374 -0.826 4.727
C 1.557 0.430 5.587
C 0.601 0.513 6.784
C -0.853 0.700 6.391
C -1.399 -0.484 5.597
N -0.955 -0.569 4.200
H 1.082 -1.666 5.371
H 2.282 -1.079 4.171
H 2.579 0.419 5.983
H 1.463 1.338 4.969
H 0.685 -0.394 7.399
H 0.900 1.360 7.410
H -1.471 0.805 7.291
H -0.968 1.626 5.815
H -1.182 -1.423 6.135
H -2.484 -0.378 5.528
H -1.734 -0.468 3.506

The HOMO energy (spin up / spin down) is -5.58 / -5.57 eV. As for the strongest force on any atom: 3.97 eV/Å. The charge is 0. The expectation value of S² is 15.7621. The multiplicity is 8. As for the orbital gap (spin up / spin down): 0.20522 / 0.20495 hartree.

***

The following is a DFT calculation (the ωB97M-V functional and the def2-TZVPD basis) of a 5-piece molecular cluster, C23H38Cl2NO8P overall.

Geometry (Å):
C 6.306 -3.211 -2.113
C 5.345 -1.967 -1.808
Cl 6.037 -0.315 -2.262
C 4.050 -2.068 -1.200
Cl 3.515 -3.758 -0.753
C 3.153 -0.806 -0.895
C 1.766 -0.659 -1.184
P 0.503 -1.811 -2.001
N 1.045 -2.369 -3.584
O 0.435 -3.237 -1.019
C 1.274 0.754 -0.648
O 0.114 1.231 -0.564
O 2.398 1.492 -0.157
C 3.506 0.573 -0.165
O 4.641 0.743 0.342
H 6.131 -4.116 -1.443
H 7.386 -2.856 -1.914
H 6.242 -3.462 -3.230
H 0.192 -2.777 -4.021
H 1.638 -3.208 -3.396
H -0.327 -3.079 -0.413
C -3.162 4.150 1.246
C -2.135 3.258 0.586
C -3.006 2.263 -0.150
O -4.214 2.951 -0.506
C -4.255 4.201 0.196
H -2.781 5.138 1.513
H -3.540 3.671 2.156
H -1.545 3.839 -0.130
H -1.448 2.784 1.289
H -3.278 1.420 0.494
H -2.527 1.873 -1.051
H -4.069 4.999 -0.532
H -5.247 4.348 0.628
C -0.208 6.793 -2.596
C -0.141 5.284 -2.514
C -1.398 4.871 -3.252
O -1.650 5.880 -4.239
C -0.802 7.006 -3.975
H 0.758 7.284 -2.468
H -0.891 7.176 -1.831
H 0.743 4.923 -3.050
H -0.101 4.901 -1.493
H -2.261 4.838 -2.578
H -1.297 3.898 -3.738
H -0.023 7.026 -4.744
H -1.384 7.928 -4.044
C -3.530 -4.528 2.577
C -4.414 -3.728 1.645
C -3.405 -2.858 0.922
O -2.181 -3.605 0.862
C -2.292 -4.743 1.730
H -3.981 -5.462 2.916
H -3.281 -3.928 3.458
H -4.906 -4.400 0.934
H -5.185 -3.150 2.158
H -3.207 -1.934 1.476
H -3.725 -2.596 -0.089
H -2.390 -5.635 1.103
H -1.384 -4.837 2.331
C 2.562 -2.170 2.705
C 2.916 -2.428 4.153
C 1.655 -3.090 4.673
O 1.073 -3.798 3.570
C 1.732 -3.392 2.362
H 3.431 -2.049 2.055
H 1.947 -1.267 2.628
H 3.757 -3.127 4.210
H 3.184 -1.527 4.707
H 0.928 -2.347 5.016
H 1.854 -3.786 5.491
H 2.366 -4.221 2.031
H 0.989 -3.190 1.587

The HOMO energy is -8.94 eV. As for the strongest force on any atom: 5.77 eV/Å. Its SMILES is C/C(Cl)=C(\Cl)C1=C(P(N)O)C(=O)OC1=O.C1CCOC1.C1CCOC1.C1CCOC1.C1CCOC1. The charge is 0. The energy above the lowest of the compared OMol25 structures with the same formula, charge and spin is 332.36 kJ/mol. As for the orbital gap: 0.26385 hartree.

***

The following is a DFT calculation (the ωB97M-V functional and the def2-TZVPD basis) of C23H38N6OPbSe as an isolated structure.

Geometry (Å):
Pb -0.166 0.038 0.887
C 4.168 2.966 2.386
N 2.923 2.655 3.083
C 2.695 3.421 4.314
C 1.316 2.966 4.768
N 0.818 2.247 3.598
C -0.436 1.546 3.717
C 1.789 2.037 2.676
N 1.583 1.325 1.575
C 2.630 1.200 0.550
C 2.015 0.868 -0.803
N 1.251 -0.387 -0.771
C 1.545 -1.473 -1.475
N 0.724 -2.549 -1.498
C -0.492 -2.736 -0.752
C 1.358 -3.698 -2.137
C 2.538 -3.055 -2.854
N 2.620 -1.717 -2.254
C 3.612 -0.816 -2.831
H 4.832 3.413 3.122
H 4.025 3.693 1.585
H 4.661 2.075 2.012
H 2.733 4.492 4.102
H 3.471 3.184 5.040
H 0.657 3.800 5.004
H 1.363 2.301 5.633
H -0.973 1.965 4.566
H -0.292 0.482 3.926
H -1.086 1.706 2.853
H 3.365 0.437 0.827
H 3.147 2.143 0.402
H 2.796 0.874 -1.549
H 1.327 1.677 -1.068
H -1.146 -1.862 -0.842
H -0.310 -2.993 0.296
H -1.038 -3.562 -1.203
H 0.663 -4.173 -2.827
H 1.668 -4.434 -1.391
H 2.369 -2.968 -3.929
H 3.471 -3.591 -2.691
H 4.138 -1.375 -3.600
H 4.352 -0.494 -2.099
H 3.153 0.044 -3.318
C -1.583 -2.053 2.931
C -0.201 -1.647 2.550
O 0.851 -1.985 2.937
H -1.550 -2.810 3.713
H -2.087 -2.431 2.039
H -2.126 -1.167 3.265
C -5.189 -1.334 -4.049
C -4.297 -0.647 -3.059
C -3.126 -0.013 -3.459
C -2.305 0.656 -2.559
C -1.040 1.292 -3.067
C -2.687 0.691 -1.210
Se -1.707 1.838 0.000
C -3.839 0.027 -0.767
C -4.290 -0.017 0.669
C -4.622 -0.629 -1.708
H -4.775 -1.298 -5.054
H -6.172 -0.861 -4.071
H -5.339 -2.380 -3.777
H -2.844 -0.032 -4.505
H -0.946 1.139 -4.141
H -0.166 0.845 -2.588
H -1.009 2.365 -2.873
H -3.508 0.280 1.366
H -4.628 -1.022 0.925
H -5.133 0.658 0.836
H -5.520 -1.138 -1.376

The HOMO energy is -13.53 eV. As for the strongest force on any atom: 0.48 eV/Å. The charge is +2. The energy above the lowest of the compared OMol25 structures with the same formula, charge and spin is 46.21 kJ/mol. As for the orbital gap: 0.25636 hartree.

***

| no. | E (Eh) |
| --- | --- |
| 1 | -3050.400479 |
| 2 | -2817.460371 |
| 3 | -3896.739801 |